Entry 1:
56
Properties=species:S:1:pos:R:3 method="wB97M-V/def2-TZVPD" smiles="CCCN(CCC)c1nc2ccccc2nc1[C@H](C#N)C(=O)O[C@@H](C)COC" molar_mass_da=384.5 homo_energy_ev=-8.176
C 0.86 3.15 0.20
C 0.96 3.10 1.71
H 0.33 3.88 2.14
H 1.99 3.29 2.02
C 0.48 1.76 2.27
N 1.40 0.67 2.01
C 1.46 0.06 0.79
N 2.65 -0.19 0.27
C 2.74 -0.68 -0.98
C 4.00 -0.91 -1.57
C 4.07 -1.30 -2.87
C 2.91 -1.49 -3.64
C 1.67 -1.30 -3.09
C 1.57 -0.91 -1.75
N 0.37 -0.84 -1.14
C 0.30 -0.42 0.09
C -1.05 -0.65 0.77
C -1.43 -2.03 0.61
N -1.73 -3.13 0.52
C -2.05 0.27 0.06
O -2.26 1.40 0.41
O -2.59 -0.34 -0.97
C -3.47 0.39 -1.83
C -2.64 1.13 -2.88
H -1.95 1.81 -2.39
H -2.07 0.41 -3.46
H -3.29 1.69 -3.54
C -4.43 -0.63 -2.46
O -5.55 -0.93 -1.67
C -5.28 -1.67 -0.50
H -6.24 -2.03 -0.14
H -4.62 -2.52 -0.71
H -4.81 -1.05 0.27
H -4.83 -0.22 -3.39
H -3.85 -1.54 -2.68
H -4.04 1.11 -1.22
H -1.00 -0.41 1.83
H 0.77 -1.45 -3.66
H 3.01 -1.79 -4.68
H 5.04 -1.47 -3.33
H 4.88 -0.74 -0.97
C 2.59 0.65 2.84
C 2.43 -0.37 3.97
C 2.33 -1.80 3.46
H 1.46 -1.92 2.82
H 3.22 -2.05 2.88
H 2.25 -2.50 4.28
H 1.54 -0.12 4.55
H 3.30 -0.28 4.64
H 2.77 1.64 3.25
H 3.44 0.37 2.21
H 0.36 1.83 3.36
H -0.50 1.57 1.83
H -0.16 2.96 -0.12
H 1.16 4.13 -0.17
H 1.52 2.41 -0.26



Entry 2:
57
Properties=species:S:1:pos:R:3 method="wB97M-V/def2-TZVPD" molar_mass_da=432.3 charge=+2 homo_energy_ev=-15.791
C 1.37 1.61 2.13
C 2.75 2.10 2.66
H 1.12 2.27 1.26
H 0.56 1.72 2.86
H 1.50 0.50 1.97
H 2.80 3.19 2.65
H 2.89 1.74 3.68
H 3.56 1.70 2.04
C -1.15 2.98 0.54
C -2.20 3.80 0.14
C -2.58 3.84 -1.20
C -1.84 3.10 -2.12
H -0.83 2.92 1.58
H -2.71 4.40 0.90
H -3.42 4.44 -1.53
H -2.05 3.13 -3.18
N -0.48 2.21 -0.35
C -0.81 2.26 -1.68
C -0.05 1.39 -2.58
N 0.73 0.45 -1.98
C 1.46 -0.42 -2.73
C 0.64 0.59 -4.76
C 1.44 -0.36 -4.12
H 2.07 -1.14 -2.18
H 2.07 -1.06 -4.67
C -0.10 1.48 -3.98
H -0.71 2.27 -4.41
H 0.58 0.64 -5.85
Ti 0.99 0.78 0.18
C 2.84 1.52 -0.42
H 3.30 2.31 0.18
H 2.64 1.93 -1.43
H 3.56 0.70 -0.55
C 1.26 -3.48 2.19
C 0.14 -3.76 1.22
C -0.89 -2.61 1.15
C -1.99 -2.86 0.11
C -1.51 -3.03 -1.32
C -1.59 -2.40 2.49
O -1.60 -3.20 3.41
N -2.32 -1.20 2.57
C -1.76 0.02 2.15
O -2.12 1.10 2.57
N -0.71 -0.14 1.26
C -0.21 -1.30 0.88
O 0.96 -1.19 0.28
H 1.80 -2.57 1.88
H 1.96 -4.31 2.19
H 0.86 -3.35 3.20
H 0.53 -3.93 0.20
H -0.41 -4.66 1.52
H -2.53 -3.76 0.44
H -2.70 -2.03 0.17
H -1.15 -4.06 -1.50
H -2.35 -2.84 -1.99
H -0.70 -2.32 -1.56
H -2.90 -1.09 3.39